Record 1
This record from the Open Molecules 2025 dataset describes C24H32N5O3S2Sn as an isolated structure in a non-equilibrium geometry. The level of theory is ωB97M-V/def2-TZVPD.

Geometry (Å):
Sn (-0.65103, -0.33806, -0.43884)
C (0.75597, 2.33954, 1.98376)
N (-0.51323, 1.85874, 1.48196)
C (-1.32403, 1.32224, 2.56436)
C (-0.79113, 0.02744, 3.19636)
N (-0.44623, -1.03196, 2.24976)
C (0.99067, -1.25676, 2.15406)
C (-1.04523, -2.30076, 2.59216)
C (-0.95563, -2.76456, 3.89716)
C (-1.42783, -4.01076, 4.26606)
C (-2.00183, -4.82196, 3.29826)
C (-2.10023, -4.37396, 2.00226)
C (-1.61843, -3.11866, 1.60616)
S (-1.75483, -2.73466, -0.07964)
C (-1.21483, 2.79194, 0.65456)
C (-0.78843, 4.10584, 0.49346)
C (-1.44543, 4.99464, -0.34104)
C (-2.56923, 4.59174, -1.03304)
C (-2.99133, 3.28474, -0.90834)
C (-2.32433, 2.37504, -0.10064)
S (-2.92803, 0.72194, -0.11714)
H (0.63567, 3.19204, 2.67366)
H (1.39507, 2.62424, 1.15086)
H (1.24757, 1.53984, 2.53376)
H (-2.31423, 1.10754, 2.16726)
H (-1.43193, 2.06184, 3.37766)
H (-1.60163, -0.32556, 3.83736)
H (0.06857, 0.24954, 3.84426)
H (1.44677, -1.46006, 3.13536)
H (1.48597, -0.39556, 1.70466)
H (1.15157, -2.11536, 1.50956)
H (-0.49373, -2.13506, 4.64836)
H (-1.33553, -4.34766, 5.28976)
H (-2.36593, -5.80616, 3.56146)
H (-2.54633, -4.99306, 1.23776)
H (0.08037, 4.47754, 1.01736)
H (-1.06463, 5.99794, -0.46124)
H (-3.09813, 5.28384, -1.67164)
H (-3.83313, 2.91994, -1.47494)
C (2.91967, 1.38114, -1.40734)
O (2.63177, 0.11954, -0.86764)
C (3.43607, -0.90356, -1.37744)
C (2.98117, -2.23636, -0.77064)
O (1.60787, -2.48696, -0.86974)
C (1.14307, -3.13756, -2.02224)
C (0.86927, -2.24836, -3.23284)
O (-0.28713, -1.49306, -3.00854)
C (-0.65843, -0.72056, -4.11924)
H (3.85217, 1.78144, -0.98774)
H (2.08607, 2.02474, -1.14974)
H (3.00377, 1.34174, -2.49854)
H (4.49337, -0.74006, -1.10764)
H (3.37377, -0.93546, -2.47504)
H (3.19377, -2.21366, 0.30336)
H (3.55737, -3.05626, -1.22814)
H (0.18957, -3.57866, -1.72054)
H (1.85377, -3.92466, -2.31354)
H (0.72097, -2.89976, -4.11184)
H (1.71697, -1.58376, -3.44394)
H (-0.89073, -1.36936, -4.97394)
H (0.13067, -0.01146, -4.39784)
H (-1.53903, -0.16236, -3.82004)
N (-0.37543, 5.64114, -4.07264)
C (-0.14613, 4.57104, -3.69784)
N (0.25777, 3.39724, -3.38974)
C (-0.12233, 2.44974, -2.67064)
N (-0.28123, 1.45634, -2.07144)

Results
Total charge: -1
2S+1: 1
E_tot: -66502.81587 eV
Highest occupied orbital energy: -3.826 eV

These are the Löwdin partial charges, in e, on atoms 1 to 8: 0.955, -0.084, -0.199, -0.203, -0.175, -0.216, -0.116, -0.284

=====

Record 2
This record from the Open Molecules 2025 dataset describes C24H32N6 as an isolated structure in a non-equilibrium geometry. The level of theory is ωB97M-V/def2-TZVPD.

Geometry (Å):
C (4.51446, 1.40517, 3.89942)
H (5.07048, 0.88345, 2.95134)
H (4.99558, 2.20839, 4.00615)
C (3.15189, 1.65069, 3.51052)
H (3.30856, 2.41242, 2.70517)
H (2.68808, 2.14028, 4.51332)
C (2.33427, 0.62292, 3.20225)
N (0.98077, 0.75323, 3.01955)
C (-0.13760, 0.21861, 2.48825)
N (-1.17479, 1.13972, 2.68003)
N (-0.87017, 1.98771, 3.53530)
N (0.53467, 1.82681, 3.72033)
C (-0.05374, -0.89512, 1.56728)
N (-0.12658, -0.59909, 0.24231)
C (-0.99772, 0.14066, -0.38593)
C (-0.62828, 0.90576, -1.58063)
C (-0.14536, -0.17888, -2.67742)
C (0.80674, -1.13109, -1.89500)
C (0.19821, -1.81538, -0.70800)
H (0.93570, -2.27077, -0.04288)
H (-0.54727, -2.41787, -0.75414)
H (0.91772, -2.04434, -2.40307)
H (1.60230, -0.68458, -1.73912)
C (0.19152, 0.29803, -3.85383)
C (-0.71986, 0.68926, -4.76330)
C (-1.77795, 0.29895, -5.48020)
C (-2.59987, 1.12738, -6.09756)
C (-2.85178, 2.26812, -6.07231)
C (-1.75816, 3.16660, -5.26796)
C (-0.77263, 2.45298, -4.72602)
H (-0.02922, 2.79860, -4.19405)
H (-1.63315, 4.06917, -5.36870)
H (-3.56515, 2.93201, -6.58372)
H (-3.39515, 0.53369, -6.59454)
H (-1.68585, -0.73062, -5.39509)
H (0.99181, 0.75121, -3.77793)
H (0.73688, -0.76328, -4.65562)
H (-1.29804, -0.73599, -2.75918)
H (-1.41644, 1.40737, -2.08779)
H (0.16015, 1.39555, -1.34123)
H (-1.40785, 1.21799, 0.29009)
H (-2.15453, -0.26191, -0.32400)
C (-1.46774, -1.70645, 1.97202)
C (-2.67764, -1.08168, 2.01161)
C (-3.84596, -2.13858, 2.18816)
C (-3.64866, -3.34396, 1.95792)
N (-2.42344, -3.82516, 1.94885)
C (-1.37007, -2.98870, 1.77956)
H (-0.47088, -3.76008, 1.80310)
H (-4.52040, -4.12362, 2.35658)
H (-4.88646, -1.69155, 2.15321)
H (-2.91279, -0.17806, 1.94824)
H (0.55669, -1.65235, 1.72787)
C (2.38951, -0.59152, 4.03906)
H (2.14718, -0.22539, 5.00624)
H (3.19086, -1.06301, 4.09258)
H (1.77848, -1.52390, 3.83989)
C (2.75482, 0.03378, 1.77381)
H (2.08727, 0.47269, 0.91077)
H (3.60597, 0.51342, 1.48191)
H (2.75515, -1.07073, 1.43298)
H (4.58548, 0.77103, 4.77354)

Results
Total charge: 0
2S+1: 1
E_tot: -34324.24926 eV
Highest occupied orbital energy: -8.240 eV

These are the Löwdin partial charges, in e, on atoms 1 to 8: -0.087, 0.149, 0.000, -0.278, 0.161, 0.182, -0.589, -0.014

=====

Record 3
This record from the Open Molecules 2025 dataset describes C24H32NORh as an isolated structure in a non-equilibrium geometry. The level of theory is ωB97M-V/def2-TZVPD.

Geometry (Å):
Rh (-0.61142, 0.14613, -0.85346)
C (0.37929, 2.23895, 1.86507)
C (1.52620, 1.43096, 2.13354)
C (2.46681, 1.63602, 1.08400)
H (1.66392, 0.78732, 3.00158)
C (1.90532, 2.56497, 0.16274)
C (0.61509, 2.93264, 0.64305)
H (-0.05134, 3.66185, 0.18613)
H (-0.49223, 2.35451, 2.50664)
H (3.45377, 1.17995, 1.00801)
H (2.38836, 2.94999, -0.73642)
C (-2.54334, -0.08201, -0.45116)
C (-2.13908, 1.28019, -0.24466)
C (-1.59389, 1.77222, -1.47643)
H (-2.22662, 1.83397, 0.68749)
C (-1.68161, 0.71960, -2.45180)
C (-2.27690, -0.42541, -1.81849)
H (-2.46078, -1.39822, -2.26872)
H (-3.01904, -0.73171, 0.27285)
H (-1.15725, 2.75894, -1.63558)
H (-1.35930, 0.77414, -3.48799)
O (1.07328, 0.37894, -2.12799)
C (1.71103, 0.90844, -4.16796)
C (2.48119, -0.29180, -3.72811)
C (2.14464, 2.27152, -3.88207)
C (0.81819, 0.68515, -5.32012)
C (1.52259, -0.83579, -2.66554)
H (3.41108, 0.02314, -3.23824)
H (2.69249, -1.01493, -4.52074)
H (0.68888, -1.41827, -3.13719)
H (2.01849, -1.45703, -1.89274)
H (3.11763, 2.46483, -4.36349)
H (2.25415, 2.49195, -2.81070)
H (1.42143, 2.98305, -4.30534)
H (1.42312, 0.50564, -6.22951)
H (0.19371, 1.56720, -5.51475)
H (0.16636, -0.19071, -5.18440)
C (-2.71724, -1.42260, 4.78411)
N (-1.82929, -0.65522, 3.96839)
C (-0.66074, -0.12624, 4.59060)
C (-1.94444, -0.67586, 2.52950)
C (-1.02509, -1.66184, 1.86062)
C (-0.98189, -2.96602, 2.38469)
C (0.06834, -3.82681, 2.05811)
C (1.05864, -3.38269, 1.18192)
C (0.94249, -2.11713, 0.58007)
C (-0.19216, -1.35542, 0.78777)
H (-2.91147, -0.87044, 5.71572)
H (-2.28165, -2.39866, 5.06674)
H (-3.65753, -1.59852, 4.24529)
H (0.21052, -0.79930, 4.48478)
H (-0.39341, 0.84331, 4.14708)
H (-0.87100, 0.00145, 5.66180)
H (-2.99605, -0.92117, 2.30739)
H (-1.72657, 0.34017, 2.16739)
H (-1.76281, -3.28667, 3.08032)
H (0.10940, -4.82665, 2.49713)
H (1.91363, -4.01639, 0.93894)
H (1.72407, -1.73365, -0.07586)

Results
Total charge: -2
2S+1: 5
E_tot: -31942.23510 eV
Highest occupied orbital energy (alpha / beta): 1.894 / 0.023 eV

These are the Löwdin partial charges, in e, on atoms 1 to 8: 1.162, -0.240, -0.219, -0.213, 0.046, -0.213, -0.235, 0.053

=====

Question: Look up the E_tot of the first one.
Answer: -66502.81587 eV